No. 1
DFT (wB97M-V/def2-TZVPD) results for a single C2H5N2P molecule at a distorted geometry.

Element x y z (Å)
C -0.8097 0.6426 -0.2511
C 0.7315 -0.1220 -0.6988
P 0.9161 -1.3236 0.6631
N -0.6216 -1.0201 1.3781
N -1.3036 -0.1441 0.8431
H -0.9863 1.7735 0.0861
H -1.5207 0.6786 -1.0872
H 0.5423 -0.6163 -1.6423
H 1.6050 0.6767 -0.8985
H 1.4472 -0.5454 1.6074

Forces on atoms 1 to 2 (eV/Å):
C 1.643 0.836 -0.392
C -0.583 3.713 0.112

Its SMILES is C1CPN=N1. The value obtained for the energy relative to the best compared isomer or geometry (same formula, charge and spin) is 194.95 kJ/mol. The HOMO-LUMO gap comes out at 9.75 eV. Its LUMO energy is 0.82 eV. The total charge is 0. The value obtained for the energy is -14421.1660 eV. For the highest occupied orbital energy, the calculation gives -8.93 eV.

No. 2
DFT (wB97M-V/def2-TZVPD) results for a single C4H6O2 molecule.

Element x y z (Å)
C -0.6462 1.9371 -0.7272
C -0.7664 0.0228 0.5887
O -0.3046 0.5618 -0.5116
C -0.1697 -1.3817 0.6478
C 1.3156 -1.3899 0.3481
O 2.1622 -1.6261 1.1748
H 0.2375 2.5317 -0.4868
H -1.4795 2.2088 -0.0769
H -0.8968 2.0541 -1.7826
H -0.3493 -1.8224 1.6306
H -0.6927 -1.9792 -0.1147
H 1.5897 -1.1171 -0.6902

Forces on atoms 1 to 2 (eV/Å):
C -0.043 0.304 -0.080
C 0.371 -0.163 -0.446

The value obtained for the energy relative to the best compared isomer or geometry (same formula, charge and spin) is 348.21 kJ/mol. The HOMO-LUMO gap comes out at 9.34 eV. Its LUMO energy is 0.57 eV. The total charge is 0. The value obtained for the energy is -8336.8522 eV. For the highest occupied orbital energy, the calculation gives -8.76 eV.

No. 3
DFT (wB97M-V/def2-TZVPD) results for 10 unconnected molecules or ions with the total composition C37H55N3O32PS2 at a distorted geometry.

Element x y z (Å)
C 8.0128 -1.2906 -2.4719
C 7.2280 0.0977 -1.9676
C 5.6476 0.1491 -2.4546
O 4.9455 1.1381 -1.6093
C 3.5084 1.1925 -1.9220
O 3.0999 1.3401 -3.2005
C 2.3007 1.1405 -0.7716
S 0.7210 0.4561 -1.5454
C -0.7188 1.6598 -1.2576
C -0.9315 2.8451 -2.3761
N -1.3125 2.0449 -3.6122
C -2.2834 1.0028 -3.0187
N -3.2793 0.3475 -3.7254
P -3.5657 0.7060 -5.4509
O -4.8503 -0.1177 -5.9237
N -1.9360 0.7884 -1.5395
O 7.9867 1.3249 -2.2032
C 8.0920 1.7100 -3.6055
O 7.7756 1.0082 -4.6912
C 8.7615 3.2157 -3.9001
S 10.6622 3.1440 -3.7334
H 7.6724 -1.5132 -3.5761
H 7.5440 -2.1622 -1.8103
H 9.1768 -1.2164 -2.3361
H 7.1715 -0.0295 -0.7808
H 5.2133 -0.9380 -2.2195
H 5.5045 0.3050 -3.6057
H 2.6308 0.5944 0.2133
H 2.0793 2.2722 -0.4951
H -0.6447 2.2178 -0.2301
H -1.7512 3.5259 -1.8921
H 0.0168 3.5349 -2.4031
H -0.4117 1.6171 -3.9460
H -3.8930 -0.3578 -3.2520
H -3.7827 2.1081 -5.7388
H -2.4610 0.1939 -6.2715
H -2.7730 1.2101 -1.0791
H 8.4042 3.9613 -3.0560
H 8.4568 3.6483 -4.9493
H 11.0979 4.4830 -3.5875
C -7.7227 -1.5104 -2.7844
C -7.0029 -0.2031 -2.7091
O -7.3301 0.2746 -1.4180
C -7.6576 -0.8145 -0.6630
O -7.8281 -0.7895 0.5445
O -7.7683 -1.9349 -1.4351
H -7.1950 -2.2414 -3.4031
H -8.7472 -1.4030 -3.1559
H -5.9162 -0.3196 -2.7783
H -7.3347 0.4996 -3.4784
C 1.9600 3.1737 3.5996
C 2.9736 2.5367 4.4940
O 2.9120 1.1697 4.1339
C 2.4195 1.1161 2.8618
O 2.3925 0.1082 2.1756
O 1.9623 2.3373 2.4579
H 2.2283 4.1987 3.3298
H 0.9561 3.1718 4.0371
H 3.9873 2.9065 4.3071
H 2.7363 2.6699 5.5531
C 9.4071 1.7599 0.9088
C 10.3900 0.8453 1.5648
O 10.3005 1.1982 2.9321
C 9.0709 1.7618 3.1169
O 8.5917 2.0275 4.2066
O 8.4475 1.9881 1.9237
H 8.9408 1.3080 0.0290
H 9.8536 2.7179 0.6226
H 10.1185 -0.2097 1.4533
H 11.4076 0.9918 1.1922
C 11.5369 6.3511 0.6055
C 12.5193 6.7819 -0.4348
O 13.0445 5.5582 -0.9131
C 12.1112 4.5967 -0.6518
O 12.1599 3.4554 -1.0794
O 11.1167 5.0791 0.1491
H 10.6873 7.0349 0.6844
H 11.9961 6.2383 1.5932
H 12.0425 7.3114 -1.2665
H 13.3136 7.4101 -0.0223
C -8.5060 -3.3699 3.7682
C -8.5948 -3.2880 2.2788
O -7.8562 -4.4148 1.8463
C -7.8658 -5.3138 2.8736
O -7.4692 -6.4639 2.7860
O -8.3780 -4.7584 4.0105
H -9.3969 -2.9709 4.2610
H -7.6217 -2.8591 4.1632
H -9.6239 -3.3790 1.9156
H -8.1596 -2.3649 1.8861
C -5.9520 -9.4024 4.7600
C -6.5031 -9.1756 3.3896
O -5.7029 -10.0109 2.5747
C -5.2046 -10.9930 3.3814
O -4.6121 -11.9803 2.9790
O -5.4568 -10.7267 4.6963
H -6.7163 -9.3113 5.5365
H -5.1234 -8.7261 4.9948
H -7.5480 -9.4916 3.3016
H -6.4197 -8.1317 3.0751
C -11.9584 1.6110 -1.6079
C -11.5889 0.1672 -1.7170
O -10.7718 0.1267 -2.8715
C -10.2590 1.3808 -3.0389
O -9.3812 1.6650 -3.8366
O -10.8557 2.2743 -2.1970
H -12.0931 1.9291 -0.5705
H -12.8623 1.8554 -2.1755
H -11.0053 -0.1811 -0.8582
H -12.4633 -0.4782 -1.8378
C 6.8144 8.2262 -1.9552
C 6.6504 6.7614 -2.2012
O 7.8294 6.4152 -2.9027
C 8.7711 7.3502 -2.5820
O 9.9523 7.2664 -2.8740
O 8.2186 8.3901 -1.8913
H 6.3438 8.5469 -1.0217
H 6.4245 8.8347 -2.7779
H 6.6090 6.1834 -1.2720
H 5.7630 6.5367 -2.7993
C -10.8782 -8.0545 6.1614
C -9.8958 -7.6237 5.1210
O -9.3707 -8.8474 4.6427
C -10.3039 -9.8089 4.9040
O -10.2553 -10.9502 4.4764
O -11.2985 -9.3265 5.7050
H -11.7279 -7.3707 6.2403
H -10.4190 -8.1673 7.1490
H -10.3727 -7.0942 4.2894
H -9.1015 -6.9955 5.5335

Forces on atoms 1 to 2 (eV/Å):
C -1.703 0.154 -0.082
C -0.648 -1.903 1.266

The HOMO-LUMO gap comes out at 5.01 eV. Its LUMO energy is -5.11 eV. The total charge is +1. The value obtained for the energy is -140195.9576 eV. For the highest occupied orbital energy, the calculation gives -10.12 eV.

No. 4
DFT (wB97M-V/def2-TZVPD) results for 2 unconnected molecules or ions with the total composition C2H6N2 at a distorted geometry.

Element x y z (Å)
H 3.1782 1.3098 0.3126
N 2.6411 1.0198 -0.5842
N 2.2162 -0.1264 -0.4088
H 1.5972 -0.4127 -1.1841
C -1.5316 -1.0225 0.3808
C -0.9377 0.1117 0.6843
H -1.0468 -1.6792 -0.3525
H -2.4022 -1.4780 0.8674
H -1.2317 0.9163 1.3056
H 0.1372 0.2975 0.3182

Forces on atoms 1 to 2 (eV/Å):
H -0.597 -0.733 -1.500
N 0.175 0.156 1.049

Its SMILES is [H]/N=N/[H].C=C. The value obtained for the energy relative to the best compared isomer or geometry (same formula, charge and spin) is 333.24 kJ/mol. The HOMO-LUMO gap comes out at 10.22 eV. Its LUMO energy is 0.73 eV. The total charge is 0. The value obtained for the energy is -5148.4660 eV. For the highest occupied orbital energy, the calculation gives -9.49 eV.

No. 5
DFT (wB97M-V/def2-TZVPD) results for a single CH3N3OS molecule at a distorted geometry.

Element x y z (Å)
C -1.4308 0.2213 0.6481
N -2.4780 -0.0086 1.1257
N -0.1888 -0.0120 -1.9370
N 1.2806 -0.0276 -0.0027
O 1.5320 -0.2848 1.4884
S -0.3224 -0.6537 -0.5355
H -0.6117 -0.6361 -2.6029
H 1.4117 0.5413 2.1126
H 0.8075 0.8603 -0.2967

Forces on atoms 1 to 2 (eV/Å):
C -1.904 -1.067 0.287
N 1.773 0.974 -0.467

The value obtained for the energy relative to the best compared isomer or geometry (same formula, charge and spin) is 620.18 kJ/mol. The HOMO-LUMO gap comes out at 9.89 eV. Its LUMO energy is -0.70 eV. The total charge is 0. The value obtained for the energy is -18432.5711 eV. For the highest occupied orbital energy, the calculation gives -10.59 eV.

No. 6
DFT (wB97M-V/def2-TZVPD) results for 11 unconnected molecules or ions with the total composition C43H74N10O25 at a distorted geometry.

Element x y z (Å)
C -2.1600 -4.5499 1.7787
C -0.9699 -4.1750 0.8746
O 0.2343 -4.3372 1.5999
C 1.3456 -3.8125 0.8983
C 1.4009 -2.3110 0.7879
C 1.1583 -1.4388 1.7760
C 0.7919 -1.8398 3.1779
C -0.7339 -1.8181 3.4323
C 1.2659 0.0420 1.5455
O 0.7147 0.7954 2.3217
C 2.0859 0.5001 0.3973
C 2.5701 1.7955 0.3417
C 3.3591 2.1906 -0.7372
C 3.9073 3.5844 -0.8652
C 2.9282 4.7159 -0.5421
O 1.6035 4.3398 -0.8886
C 0.6387 4.6937 0.0905
C -0.7116 4.3604 -0.5012
O -1.7174 4.7737 0.4180
C -2.7476 3.8834 0.5908
C -3.1854 3.6125 1.8783
C -4.1985 2.6946 2.0908
C -4.8118 2.0018 1.0427
C -5.8872 0.9549 1.3625
C -5.2631 -0.1473 2.2433
C -6.9592 1.6518 2.2374
C -6.6337 0.4185 0.1118
C -6.1263 -0.8668 -0.5815
C -6.8235 -0.8968 -1.9616
C -6.5995 -2.1532 0.1653
C -4.6038 -0.8986 -0.8738
C -4.3769 2.3147 -0.2465
C -3.3686 3.2419 -0.4709
C 3.6557 1.2545 -1.7245
C 3.1577 -0.0354 -1.6837
C 2.3569 -0.4177 -0.6209
C 1.7870 -1.7858 -0.5534
O 1.6637 -2.4562 -1.5621
H -2.6440 -5.4608 1.4642
H -1.8379 -4.6850 2.8097
H -2.9268 -3.7728 1.7836
H -0.9638 -4.8498 0.0165
H -1.0896 -3.1436 0.5235
H 2.2531 -4.1992 1.3661
H 1.3342 -4.2061 -0.1237
H 1.2061 -2.8273 3.3701
H 1.2610 -1.1266 3.8556
H -1.0065 -0.8856 3.9195
H -1.2855 -1.9351 2.5031
H -0.9903 -2.6368 4.1035
H 2.3331 2.4951 1.1332
H 4.2386 3.7086 -1.8985
H 4.7909 3.6940 -0.2298
H 2.9795 5.0210 0.5066
H 3.2135 5.5820 -1.1445
H 0.7123 5.7438 0.3857
H 0.7913 4.0507 0.9571
H -0.8306 4.8975 -1.4474
H -0.7405 3.2877 -0.6953
H -2.7299 4.1179 2.7209
H -4.5048 2.4779 3.1056
H -4.3160 -0.5254 1.8663
H -5.9733 -0.9531 2.4165
H -5.0540 0.2786 3.2275
H -7.4181 2.4921 1.7166
H -7.7575 0.9247 2.4159
H -6.5819 1.9303 3.2192
H -7.6797 0.2677 0.3818
H -6.6273 1.2178 -0.6326
H -6.5581 -1.8138 -2.4897
H -7.9095 -0.8913 -1.8213
H -6.5752 -0.0158 -2.5564
H -7.2825 -1.8574 0.9555
H -5.7327 -2.6327 0.6169
H -7.0771 -2.8377 -0.5317
H -4.2649 -1.9353 -0.8164
H -4.4147 -0.5832 -1.9004
H -4.0073 -0.3030 -0.1904
H -4.8218 1.8058 -1.0881
H -3.0346 3.4550 -1.4791
H 4.2804 1.5797 -2.5489
H 3.3961 -0.7400 -2.4657
C 2.6627 8.7706 -2.6362
N 3.8443 7.8683 -2.5649
O 4.1063 7.1975 -3.5400
O 4.4665 7.8606 -1.5224
H 2.2130 8.6659 -3.6161
H 1.9780 8.4671 -1.8499
H 3.0176 9.7824 -2.4661
C -3.1436 -4.9817 -1.1380
N -4.4966 -4.4183 -1.4019
O -4.7038 -3.9134 -2.4862
O -5.3046 -4.4969 -0.4999
H -2.5358 -4.8370 -2.0243
H -2.7286 -4.4509 -0.2765
H -3.2708 -6.0363 -0.9084
C 2.6299 2.4818 4.4601
N 3.9819 2.7942 4.9909
O 4.1289 2.8368 6.1936
O 4.8589 2.9851 4.1716
H 1.9606 2.3397 5.3007
H 2.3051 3.3098 3.8402
H 2.7134 1.5736 3.8706
C 7.5290 2.9427 -2.0326
N 7.3334 2.0464 -3.2047
O 8.1536 1.1734 -3.4074
O 6.3462 2.2406 -3.8796
H 8.4403 2.6590 -1.5202
H 7.5831 3.9610 -2.4062
H 6.6567 2.8101 -1.3995
C 8.1215 -1.8319 -3.2109
N 8.2267 -3.2604 -2.8070
O 7.9407 -4.1088 -3.6293
O 8.5845 -3.4841 -1.6705
H 7.7939 -1.7925 -4.2424
H 7.3957 -1.3651 -2.5513
H 9.0998 -1.3829 -3.0923
C -1.5115 -8.6687 3.6901
N -2.8402 -8.1521 3.2595
O -2.8764 -7.4397 2.2760
O -3.7967 -8.4752 3.9272
H -0.7613 -8.2939 3.0040
H -1.3388 -8.3121 4.7008
H -1.5647 -9.7528 3.6705
C -0.7693 6.5231 3.8478
N 0.5114 5.7687 3.9400
O 0.8577 5.1390 2.9582
O 1.1175 5.8221 4.9868
H -1.1854 6.3643 2.8583
H -1.4257 6.1378 4.6224
H -0.5408 7.5696 4.0256
C 4.7709 -4.7751 -2.5994
N 5.1869 -3.4722 -2.0137
O 4.9651 -2.4659 -2.6567
O 5.7239 -3.5024 -0.9281
H 4.3082 -4.5833 -3.5597
H 5.6670 -5.3803 -2.7015
H 4.0713 -5.2310 -1.9055
C -10.6703 -3.7448 -0.4703
N -10.3067 -2.3246 -0.2135
O -10.6322 -1.4958 -1.0374
O -9.6949 -2.0966 0.8079
H -11.2035 -3.7953 -1.4119
H -9.7447 -4.3120 -0.5050
H -11.2906 -4.0745 0.3575
C 9.9601 0.4190 -6.5181
N 10.1098 -1.0121 -6.1370
O 9.8232 -1.8546 -6.9582
O 10.5030 -1.2338 -5.0094
H 9.6000 0.4637 -7.5388
H 9.2511 0.8613 -5.8230
H 10.9366 0.8832 -6.4189

Forces on atoms 1 to 2 (eV/Å):
C 0.118 0.351 0.172
C -0.339 -0.337 0.748

Its SMILES is CCOCC1=C(CC)C(=O)c2cc(CCOCCOc3ccc(C(C)(C)CC(C)(C)C)cc3)ccc2C1=O.C[N+](=O)[O-].C[N+](=O)[O-].C[N+](=O)[O-].C[N+](=O)[O-].C[N+](=O)[O-].C[N+](=O)[O-].C[N+](=O)[O-].C[N+](=O)[O-].C[N+](=O)[O-].C[N+](=O)[O-]. The value obtained for the energy relative to the best compared isomer or geometry (same formula, charge and spin) is 0.00 kJ/mol. The HOMO-LUMO gap comes out at 7.43 eV. Its LUMO energy is -0.98 eV. The total charge is 0. The value obtained for the energy is -111850.6622 eV. For the highest occupied orbital energy, the calculation gives -8.41 eV.

No. 7
DFT (wB97M-V/def2-TZVPD) results for a single C3H10N4S molecule at a distorted geometry.

Element x y z (Å)
C -1.9050 -0.0867 -0.2505
N -1.0455 -0.2598 -1.3355
C 0.2053 -0.3702 -0.7925
N 1.2652 -0.7310 -1.6118
N 1.0543 -1.0929 -2.9212
N 0.6749 -0.1022 0.5463
S 0.4650 1.1137 1.6039
C -0.8820 0.5215 2.6554
H -1.3843 -0.3394 0.7782
H -2.3931 0.9750 -0.1476
H -2.9338 -0.8724 -0.4228
H 2.2205 -0.3537 -1.4299
H 0.0543 -0.6955 -3.2804
H 1.0862 -2.0602 -3.1242
H 1.3961 -0.8017 0.7425
H -1.4136 1.4541 3.0084
H -1.6769 -0.1912 1.9876
H -0.5476 -0.0186 3.8063

Forces on atoms 1 to 2 (eV/Å):
C -4.807 -0.855 1.970
N 5.423 -0.462 2.163

Its SMILES is C/N=C(/NN)NSC. The value obtained for the energy relative to the best compared isomer or geometry (same formula, charge and spin) is 354.41 kJ/mol. The HOMO-LUMO gap comes out at 9.06 eV. Its LUMO energy is 0.70 eV. The total charge is 0. The value obtained for the energy is -20064.0896 eV. For the highest occupied orbital energy, the calculation gives -8.36 eV.

No. 8
DFT (wB97M-V/def2-TZVPD) results for a single C16H24N2O2 molecule.

Element x y z (Å)
C -5.0709 -1.3807 1.5539
C -4.9485 0.1157 1.2896
C -4.5302 0.4735 -0.1494
N -3.1295 0.3666 -0.5016
C -2.6053 -0.9726 -0.6591
C -1.4498 -1.0074 -1.6702
C -0.1093 -0.6901 -1.0430
O 0.7999 -1.5009 -1.0215
N 0.0229 0.5351 -0.4803
C 1.2816 0.8458 0.1628
C 2.3104 1.3754 -0.8524
O 3.5633 1.6222 -0.2664
C 4.4049 0.5711 -0.0114
C 4.1395 -0.7647 -0.2909
C 5.0942 -1.7248 0.0053
C 6.3039 -1.3767 0.5763
C 6.5650 -0.0447 0.8568
C 5.6254 0.9223 0.5659
C -0.9885 1.5637 -0.5692
C -2.2486 1.2350 0.2447
H -5.7342 -1.8423 0.8253
H -5.4848 -1.5509 2.5458
H -4.1063 -1.8769 1.5028
H -5.9208 0.5794 1.4715
H -4.2406 0.5573 1.9933
H -4.8127 1.5151 -0.3369
H -5.0921 -0.1494 -0.8505
H -3.4114 -1.6032 -1.0382
H -2.2503 -1.4024 0.2929
H -1.6650 -0.3115 -2.4823
H -1.3644 -2.0122 -2.0861
H 1.6685 -0.0721 0.6133
H 1.1221 1.5842 0.9510
H 2.3912 0.6696 -1.6872
H 1.9820 2.3437 -1.2437
H 3.2058 -1.0828 -0.7276
H 4.8774 -2.7596 -0.2151
H 7.0382 -2.1349 0.8032
H 7.5058 0.2420 1.3035
H 5.8117 1.9645 0.7739
H -0.5498 2.4882 -0.1920
H -1.2824 1.7254 -1.6111
H -2.7828 2.1664 0.4445
H -1.9353 0.7988 1.2098

Forces on atoms 1 to 2 (eV/Å):
C 0.047 0.212 0.073
C 0.030 -0.109 -0.299

Its SMILES is CCCN1CCC(=O)N(CCOc2ccccc2)CC1. The value obtained for the energy relative to the best compared isomer or geometry (same formula, charge and spin) is 170.34 kJ/mol. The HOMO-LUMO gap comes out at 9.02 eV. Its LUMO energy is 0.76 eV. The total charge is 0. The value obtained for the energy is -24056.6565 eV. For the highest occupied orbital energy, the calculation gives -8.26 eV.

Number 1: molar mass 88.05 g/mol. Number 2: molar mass 86.09 g/mol. Number 3: molar mass 1148.94 g/mol. Number 4: molar mass 58.08 g/mol. Number 5: molar mass 105.12 g/mol. Number 6: molar mass 1131.11 g/mol. Number 7: molar mass 134.21 g/mol. Number 8: molar mass 276.38 g/mol.